No. 1
Below is a structure of composition C41H30BrCl3N4OY in a non-equilibrium geometry, with properties calculated with ωB97M-V with the def2-TZVPD basis set.

The value obtained for the LUMO energy is 1.6 eV. The value obtained for the maximum force is 1.3 eV/Å. The value obtained for the orbital gap is 6.81 eV. The molar mass comes out at 869.9 g mol⁻¹. The highest occupied orbital energy comes out at -5.21 eV.

```
! RIJCOSX wB97M-V def2-TZVPD def2/J DEFGRID3
* xyz -1 1
Y 0.059 -0.616 -1.106
N 5.241 3.937 7.164
C 4.734 3.465 6.246
C 4.092 2.868 5.086
C 4.710 2.931 3.839
C 4.095 2.360 2.736
C 2.864 1.725 2.867
C 2.253 1.668 4.114
C 2.861 2.234 5.223
C 2.195 1.103 1.675
C 2.637 -0.175 1.341
C 3.692 -0.874 2.004
C 3.827 -2.082 1.368
C 2.841 -2.086 0.346
N 2.128 -0.973 0.314
C 1.222 1.895 1.066
C 0.945 3.250 1.411
C 0.050 3.729 0.484
C -0.205 2.651 -0.396
N 0.473 1.559 -0.068
H 5.668 3.425 3.742
H 4.566 2.403 1.761
H 1.292 1.174 4.209
H 2.388 2.187 6.195
H 4.272 -0.505 2.836
H 4.527 -2.876 1.584
H 2.641 -2.892 -0.344
H 1.389 3.795 2.233
H -0.378 4.718 0.423
H -0.857 2.645 -1.257
Br -2.237 -2.931 -2.172
C -2.975 -3.203 -0.444
C -4.118 -3.943 -0.405
C -4.723 -4.222 0.841
C -4.147 -3.755 1.983
C -2.955 -2.984 1.940
C -2.372 -2.520 3.150
C -1.234 -1.778 3.114
C -0.642 -1.453 1.865
C -1.142 -1.839 0.639
C -2.326 -2.659 0.703
H -4.552 -4.316 -1.324
H -5.636 -4.805 0.875
H -4.591 -3.962 2.952
H -2.850 -2.777 4.091
H -0.776 -1.430 4.034
H 0.252 -0.839 1.915
Cl 5.349 -4.146 -5.491
C 4.276 -3.038 -4.659
C 3.230 -3.533 -3.906
C 2.408 -2.629 -3.262
Cl 1.041 -3.206 -2.337
C 2.548 -1.228 -3.312
O 1.763 -0.431 -2.684
C 3.633 -0.795 -4.110
Cl 3.900 0.919 -4.251
C 4.480 -1.670 -4.764
H 3.057 -4.598 -3.823
H 5.299 -1.283 -5.355
C -5.161 2.051 -0.725
N -4.266 0.992 -0.322
C -3.270 1.466 0.618
C -3.715 0.178 -1.410
C -2.831 0.830 -2.471
C -3.461 1.626 -3.432
C -2.737 2.255 -4.438
C -1.363 2.065 -4.495
C -0.744 1.244 -3.555
C -1.435 0.593 -2.510
H -5.643 2.469 0.164
H -5.943 1.657 -1.380
H -4.661 2.879 -1.255
H -3.757 1.779 1.548
H -2.691 2.322 0.242
H -2.569 0.663 0.861
H -4.563 -0.306 -1.905
H -3.143 -0.612 -0.927
H -4.542 1.740 -3.409
H -3.242 2.869 -5.174
H -0.773 2.539 -5.274
H 0.331 1.111 -3.650
*
```

These are the Mulliken partial charges, in e, on atoms 1 to 2:
1. Y 0.47
2. N -0.56


No. 2
Below is a structure of composition C20H23IrN7O4S3Se in a non-equilibrium geometry, with properties calculated with ωB97M-V with the def2-TZVPD basis set.

The value obtained for the LUMO energy (spin up / spin down) is -7.5 / -8.7 eV. The value obtained for the maximum force is 3.7 eV/Å. The value obtained for the orbital gap (spin up / spin down) is 5.68 / 4.46 eV. The molar mass comes out at 792.8 g mol⁻¹. The highest occupied orbital energy (spin up / spin down) comes out at -13.14 / -13.14 eV.

```
! RIJCOSX wB97M-V def2-TZVPD def2/J DEFGRID3
* xyz 2 2
Ir -0.049 0.504 -0.104
N -3.128 2.519 -0.635
C -1.991 3.094 -1.024
N -0.834 2.497 -1.059
C 0.175 3.345 -1.442
C -0.250 4.616 -1.755
S -1.930 4.783 -1.528
C 1.528 2.873 -1.388
C 2.674 3.584 -1.668
S 4.071 2.669 -1.326
C 3.033 1.336 -0.795
N 1.760 1.604 -0.931
N 3.520 0.196 -0.334
H -3.119 1.539 -0.396
H -4.006 3.004 -0.709
H 0.333 5.452 -2.085
H 2.750 4.588 -2.031
H 4.513 0.065 -0.225
H 2.882 -0.483 0.073
C -4.264 3.246 6.426
C -3.218 2.677 5.534
C -2.056 2.107 6.059
C -1.079 1.592 5.228
C -1.267 1.651 3.858
C -2.420 2.187 3.310
C -3.391 2.697 4.148
S -0.044 1.052 2.718
O 0.126 2.075 1.683
O 1.130 0.578 3.379
N -0.822 -0.177 1.912
C -0.550 -1.464 2.341
C 0.555 -2.167 1.339
O 0.571 -3.367 1.362
O 1.178 -1.349 0.637
H -3.819 3.718 7.297
H -4.917 2.455 6.796
H -4.887 3.964 5.901
H -1.914 2.082 7.129
H -0.168 1.173 5.622
H -2.525 2.222 2.237
H -4.289 3.127 3.735
H -1.412 -2.130 2.279
H -0.076 -1.499 3.328
C -3.445 -2.662 -0.902
N -2.162 -3.294 -1.056
C -1.879 -4.605 -0.837
C -0.553 -4.784 -1.098
N -0.045 -3.582 -1.473
C 1.327 -3.325 -1.818
C -1.031 -2.669 -1.436
Se -0.959 -0.878 -2.018
H -4.207 -3.424 -0.755
H -3.685 -2.093 -1.801
H -3.438 -1.992 -0.040
H -2.626 -5.312 -0.533
H 0.046 -5.670 -1.040
H 1.887 -4.254 -1.761
H 1.752 -2.607 -1.114
H 1.395 -2.926 -2.831
*
```

These are the Mulliken partial charges, in e, on atoms 1 to 2:
1. Ir 2.47
2. N -0.30


No. 3
Below is a cluster of 8 separate species, C25H71Cl4N12O9P3 in total in a non-equilibrium geometry, with properties calculated with ωB97M-V with the def2-TZVPD basis set.

The SMILES is CN(C)P(=O)(N(C)C)N(C)C.CN(C)P(=O)(N(C)C)N(C)C.CN(C)P(=O)(N(C)C)N(C)C.C[N+](=O)[O-].C[N+](=O)[O-].C[N+](=O)[O-].ClCCCl.ClCCCl. The value obtained for the LUMO energy is -0.4 eV. The value obtained for the maximum force is 4.2 eV/Å. The value obtained for the orbital gap is 8.01 eV. The molar mass comes out at 918.7 g mol⁻¹. The highest occupied orbital energy comes out at -8.44 eV.

```
! RIJCOSX wB97M-V def2-TZVPD def2/J DEFGRID3
* xyz 0 1
C -4.236 6.910 5.561
N -4.002 6.453 6.918
C -3.782 5.018 7.059
P -4.279 7.364 8.362
O -3.598 6.840 9.545
N -3.925 8.998 8.000
C -2.519 9.294 7.716
C -4.492 9.985 8.926
N -5.977 7.458 8.533
C -6.621 7.388 9.816
C -6.871 7.592 7.406
H -4.061 7.985 5.560
H -5.251 6.706 5.221
H -3.510 6.436 4.900
H -4.673 4.406 6.920
H -3.485 4.822 8.089
H -2.935 4.642 6.485
H -2.078 8.497 7.117
H -2.299 10.147 7.075
H -1.923 9.344 8.627
H -3.917 10.910 8.943
H -5.542 10.197 8.726
H -4.508 9.638 9.960
H -7.179 8.313 9.958
H -7.308 6.542 9.829
H -5.875 7.167 10.579
H -7.708 8.285 7.490
H -7.165 6.583 7.113
H -6.444 8.096 6.540
C 1.205 -6.715 -10.063
N 0.450 -6.749 -11.288
C -0.588 -5.707 -11.363
P 0.772 -7.898 -12.506
O 1.494 -9.128 -12.015
N -0.763 -8.258 -13.318
C -1.441 -7.217 -14.164
C -1.346 -9.531 -13.324
N 1.578 -7.046 -13.731
C 1.658 -7.537 -15.094
C 2.108 -5.719 -13.623
H 0.719 -6.237 -9.212
H 2.002 -6.005 -10.285
H 1.601 -7.707 -9.847
H -1.544 -6.230 -11.372
H -0.272 -5.185 -12.266
H -0.467 -5.105 -10.462
H -2.519 -7.147 -14.023
H -1.085 -6.209 -13.949
H -1.309 -7.403 -15.230
H -0.927 -10.193 -14.081
H -1.068 -9.951 -12.357
H -2.424 -9.383 -13.387
H 2.613 -7.160 -15.459
H 1.496 -8.615 -15.134
H 0.840 -7.112 -15.675
H 1.330 -4.963 -13.723
H 2.905 -5.524 -14.341
H 2.522 -5.657 -12.617
C 4.272 -3.176 11.582
N 3.807 -3.313 10.215
C 2.634 -2.504 9.951
P 5.085 -3.305 9.015
O 5.699 -1.992 8.879
N 6.232 -4.547 9.437
C 5.808 -5.838 10.031
C 7.663 -4.514 8.915
N 4.376 -3.938 7.575
C 4.148 -3.114 6.329
C 3.814 -5.270 7.643
H 4.173 -2.136 11.890
H 5.258 -3.640 11.617
H 3.694 -3.754 12.303
H 2.305 -2.658 8.923
H 2.919 -1.456 10.034
H 1.813 -2.777 10.613
H 5.880 -6.571 9.227
H 6.365 -5.947 10.962
H 4.735 -5.902 10.207
H 8.476 -5.150 9.266
H 7.606 -4.608 7.831
H 7.928 -3.472 9.091
H 3.412 -2.321 6.464
H 5.049 -2.689 5.886
H 3.623 -3.756 5.621
H 3.230 -5.356 6.726
H 3.145 -5.421 8.490
H 4.548 -6.075 7.667
C -7.449 0.734 0.530
N -8.700 0.972 -0.257
O -8.677 1.886 -1.083
O -9.638 0.204 -0.133
H -7.790 0.291 1.466
H -6.926 1.689 0.585
H -6.913 0.009 -0.083
C 0.557 -0.751 -1.982
N -0.297 0.200 -1.157
O -0.520 -0.244 0.016
O -0.429 1.326 -1.652
H 0.357 -0.840 -3.050
H 0.470 -1.760 -1.580
H 1.521 -0.283 -1.780
C -4.947 2.929 -6.792
N -6.314 3.105 -7.361
O -7.244 2.387 -7.009
O -6.411 4.090 -8.048
H -4.283 2.382 -7.461
H -5.284 2.260 -5.999
H -4.505 3.772 -6.261
Cl 3.158 5.368 -6.586
C 2.057 6.769 -6.243
C 2.751 8.063 -6.778
Cl 2.848 8.099 -8.574
H 1.969 6.876 -5.162
H 1.082 6.490 -6.642
H 3.823 8.076 -6.579
H 2.214 8.981 -6.538
Cl 6.044 2.995 -0.086
C 7.620 2.897 -0.700
C 8.247 1.617 -0.113
Cl 7.624 0.092 -0.897
H 8.092 3.812 -0.343
H 7.546 2.848 -1.787
H 7.950 1.519 0.931
H 9.326 1.619 -0.268
*
```

These are the Mulliken partial charges, in e, on atoms 1 to 2:
1. C -1.05
2. N 0.30